--- w ---
51
Properties=species:S:1:pos:R:3 method="wB97M-V/def2-TZVPD" multiplicity=1 homo_lumo_gap_ev=10.11 lumo_energy_ev=-0.19 homo_energy_ev=-10.297 charge=0
O -0.7859 1.2630 -0.4332
H -1.0605 1.5936 -1.3122
H -1.3962 0.5922 -0.1247
O 2.2859 1.2523 1.8883
H 1.4480 1.7389 1.9104
H 2.4344 0.7449 2.6819
O -2.3255 -2.6814 1.9920
H -1.8493 -2.0795 1.4239
H -3.2568 -2.3723 1.8078
O 3.9297 -3.1948 2.6346
H 4.1659 -2.8260 3.4946
H 2.9914 -3.4247 2.7811
O 1.9002 0.5129 -0.7819
H 1.2446 0.9843 -1.3052
H 2.1543 0.8331 0.0758
O 2.5851 2.9582 -0.0588
H 1.6885 3.0116 0.2785
H 3.0179 3.5666 0.5350
O -3.5399 1.9033 -0.3315
H -3.3454 1.0784 0.0949
H -4.0230 1.8724 -1.1395
O -2.6384 2.0028 -3.1737
H -3.4045 1.8464 -2.5758
H -2.7270 2.8204 -3.6518
O 1.4448 2.1478 -3.2437
H 2.1953 1.6370 -2.9034
H 1.8052 3.0138 -3.4932
O 0.1512 3.7822 2.3279
H -0.2268 4.2208 3.1075
H -0.3046 2.9682 2.1529
O 3.1713 -3.7353 -1.0454
H 3.3303 -2.8366 -1.3138
H 3.9841 -4.2510 -1.2164
O -0.4268 -0.3012 -2.3227
H 0.3621 -0.5018 -1.7303
H -0.4277 -1.2206 -2.7701
O 1.0818 -1.9624 -0.4013
H 1.6053 -1.0759 -0.3826
H 1.2468 -2.4991 0.3672
O 0.6290 -3.0021 3.4874
H 0.7197 -2.0553 3.6606
H -0.3197 -3.2127 3.3117
O -2.0163 4.0208 1.2462
H -2.8780 3.7194 1.5115
H -1.8578 3.7368 0.3318
O -0.3437 -3.7303 -2.7545
H 0.2843 -3.1644 -3.2740
H 0.3622 -3.6827 -2.0448
O -4.3035 -1.6119 0.2453
H -4.7798 -2.1819 0.8565
H -3.9824 -2.2184 -0.4205

---

--- x ---
51
Properties=species:S:1:pos:R:3 method="wB97M-V/def2-TZVPD" multiplicity=1 homo_lumo_gap_ev=9.90 lumo_energy_ev=-0.14 homo_energy_ev=-10.042 charge=0
O 0.6591 -2.3107 -0.0142
H 0.4601 -2.5027 -0.9662
H 0.6731 -3.0757 0.4858
O -0.1379 -2.0717 -2.5672
H -0.7599 -1.2897 -2.4422
H 0.6191 -1.8737 -3.0912
O -0.4479 3.1393 -0.2272
H -0.6639 3.4633 -1.0812
H -1.0649 3.6033 0.3438
O -0.9609 1.5653 2.3728
H -1.5819 2.2563 2.2378
H -0.9739 1.0883 1.5458
O -1.5829 -1.8587 2.0098
H -0.7239 -1.4127 2.0648
H -1.5839 -2.7177 2.4318
O 2.6131 0.5913 1.4948
H 3.2431 1.0953 1.9898
H 1.8311 1.1583 1.4698
O 3.3101 -2.2677 0.6128
H 3.7381 -1.5007 0.8858
H 2.3461 -2.2967 0.7918
O -2.3659 -3.2147 -0.5622
H -1.9309 -3.9317 -1.0392
H -1.8759 -2.9947 0.2128
O -0.4649 0.1223 0.1438
H 0.0431 0.5913 -0.5582
H -0.0669 -0.7107 0.1068
O 1.4801 3.2023 1.6028
H 1.0631 3.4203 2.4318
H 0.7621 3.0093 1.0218
O -3.2089 1.9203 -0.6312
H -2.7699 2.7543 -0.6142
H -2.9059 1.3313 0.0278
O 2.6571 0.2173 -1.1482
H 2.7971 0.1823 -0.2112
H 2.7741 -0.6927 -1.4182
O -3.3709 -0.5427 0.5858
H -3.1549 -0.5347 -0.3542
H -2.5619 -0.7617 1.0478
O -2.4129 -0.7657 -1.8422
H -2.4609 -1.6557 -1.4312
H -3.1269 -0.7537 -2.4802
O 0.4041 1.0763 -2.3432
H 1.2421 0.7083 -2.0992
H 0.0341 0.5233 -3.0622
O 2.2871 3.0153 -2.0572
H 1.9141 3.7313 -1.5332
H 1.6711 2.2793 -2.1572
O 1.1201 -1.4447 2.6808
H 1.6871 -0.7357 2.4358
H 1.7281 -2.1257 2.8978

---

Most stable: x

---

--- w ---
51
Properties=species:S:1:pos:R:3 method="wB97M-V/def2-TZVPD" multiplicity=1 homo_lumo_gap_ev=9.78 lumo_energy_ev=-0.22 homo_energy_ev=-9.999 charge=0
O -18.5752 -21.3453 9.0361
H -18.6514 -21.6422 9.9291
H -19.2736 -21.7399 8.5215
O -19.1761 -18.7653 7.2732
H -19.8130 -18.0488 7.3792
H -18.8787 -18.9962 8.1090
O -13.7669 -22.2705 8.0864
H -14.7256 -22.2623 7.8850
H -13.6951 -22.1992 9.0153
O -16.4849 -22.1754 11.1744
H -16.3580 -21.5691 10.4022
H -15.5856 -22.3793 11.3515
O -17.7374 -17.8062 5.1912
H -17.5601 -18.5421 4.6480
H -18.2794 -18.2377 5.8925
O -18.5235 -18.8805 10.0324
H -18.0399 -18.8376 10.8276
H -18.5462 -19.8094 9.7963
O -16.7546 -22.7634 5.2917
H -17.3900 -22.0376 5.3627
H -15.9039 -22.3121 5.1130
O -14.3762 -18.2121 6.6271
H -13.8763 -18.4718 5.8281
H -15.1553 -18.7174 6.6035
O -16.4771 -19.9123 6.9491
H -16.0361 -20.5562 6.3663
H -16.2975 -20.0161 7.8770
O -15.8878 -20.0529 9.6051
H -14.9701 -20.0484 9.3700
H -16.0639 -19.2822 10.1202
O -16.5466 -22.6589 8.0452
H -16.7486 -22.9242 7.1759
H -17.2491 -22.0341 8.3259
O -13.4380 -19.4785 9.0107
H -13.0862 -18.8772 9.6935
H -13.7100 -18.9123 8.2548
O -14.6270 -21.1383 5.4034
H -14.1311 -21.9471 5.2146
H -14.7065 -20.6827 4.5435
O -19.0384 -21.2055 5.8367
H -19.9664 -21.4940 5.9849
H -18.9511 -20.3888 6.4080
O -16.9911 -19.8972 3.6333
H -16.4316 -19.3035 3.1185
H -17.6200 -20.1675 2.9766
O -12.3176 -20.6171 6.5503
H -13.1926 -20.4997 6.1168
H -12.6532 -21.2215 7.1987
O -16.6020 -16.9410 7.9378
H -17.0567 -17.5607 7.3945
H -16.0901 -16.4108 7.3038

---

--- x ---
51
Properties=species:S:1:pos:R:3 method="wB97M-V/def2-TZVPD" multiplicity=1 homo_lumo_gap_ev=10.25 lumo_energy_ev=-0.48 homo_energy_ev=-10.731 charge=0
O -0.3425 0.5896 -1.9548
H 0.1028 1.4485 -1.9582
H -0.9042 0.7236 -1.1874
O 4.2962 3.0029 -1.8882
H 3.6618 2.7697 -2.5788
H 4.9674 2.3316 -1.7592
O 1.9570 2.8680 -3.3512
H 2.1238 1.9947 -2.9730
H 1.4765 3.4517 -2.7749
O -2.3014 -4.2472 0.4340
H -2.8120 -4.4494 -0.3550
H -2.2548 -5.0829 0.9035
O 2.1066 -3.8750 -1.3678
H 3.0621 -3.8075 -1.4329
H 1.5805 -3.3598 -1.9657
O 2.8851 -0.0227 -1.8465
H 1.9553 -0.1211 -1.6400
H 3.4857 -0.6809 -1.4941
O -2.8579 0.9365 3.6912
H -3.0441 1.5416 2.9766
H -2.1603 1.2236 4.2825
O 4.1201 -2.5269 -0.6148
H 4.7528 -3.2218 -0.5594
H 3.5362 -2.3061 0.0959
O -5.9697 1.1823 -0.7130
H -5.5663 0.7464 0.0373
H -5.4399 1.9411 -0.9609
O -2.5298 -0.7720 -2.1154
H -1.6166 -0.6458 -2.4591
H -2.9056 -0.0844 -2.6790
O -2.6906 -0.6532 0.6933
H -1.8721 -0.2033 0.5668
H -3.1283 -0.7944 -0.1520
O 3.4261 3.6030 1.0009
H 2.5191 3.3030 0.8552
H 3.6183 3.6737 0.0534
O 0.2548 4.0526 0.0960
H 0.4534 3.1080 0.2436
H 0.6597 4.4818 0.8569
O -0.7557 -2.5129 2.4170
H -1.2631 -1.8069 2.8278
H -1.2979 -3.0753 1.8572
O 0.7559 -1.2163 0.7347
H 0.2746 -1.9095 0.2923
H 0.8190 -1.6639 1.6116
O 0.7384 1.4777 0.7096
H 1.1361 0.6632 0.3525
H -0.1943 1.3757 0.5718
O -2.8618 -1.5076 4.2960
H -2.9538 -1.1512 3.4122
H -3.0028 -0.7926 4.9115

---

--- y ---
51
Properties=species:S:1:pos:R:3 method="wB97M-V/def2-TZVPD" multiplicity=1 homo_lumo_gap_ev=7.63 lumo_energy_ev=-1.00 homo_energy_ev=-8.629 charge=0
O -16.1576 -14.0246 -6.1488
H -15.3036 -14.4579 -5.9971
H -15.9617 -13.3968 -6.7977
O -16.2439 -8.8699 -7.2631
H -15.8603 -9.5004 -6.6817
H -16.7617 -8.3186 -6.6412
O -12.5594 -9.6016 -3.7493
H -12.7977 -9.4809 -2.8547
H -12.6348 -10.5609 -3.8880
O -15.1289 -12.8785 -3.5272
H -15.2640 -13.4518 -2.7393
H -15.6017 -13.2563 -4.2723
O -15.3707 -12.0572 -8.4486
H -14.6448 -11.4694 -8.1454
H -15.0876 -12.9693 -8.2989
O -17.1260 -7.2603 -5.1606
H -16.6624 -7.8400 -4.5230
H -16.4169 -6.7487 -5.5554
O -13.1986 -13.0926 -6.2853
H -12.3577 -13.4697 -6.0270
H -13.4029 -13.7568 -7.0003
O -17.0992 -10.9034 -2.4991
H -17.0677 -11.0524 -1.5749
H -16.6236 -11.6382 -2.8874
O -13.3377 -10.2700 -8.0484
H -12.5270 -10.7041 -7.8642
H -13.3662 -10.1396 -8.9886
O -10.7631 -10.5717 -5.8142
H -11.3220 -11.2365 -5.3961
H -10.2499 -10.1473 -5.1312
O -13.0532 -8.3097 -6.1179
H -13.3503 -8.9856 -6.7063
H -12.7904 -8.8627 -5.3823
O -15.0719 -10.9030 -5.5862
H -14.2373 -11.3440 -5.6919
H -14.9828 -10.2109 -4.8995
O -17.6253 -11.5158 -7.1674
H -16.7605 -11.5378 -7.5357
H -17.4991 -10.9529 -6.3938
O -18.1168 -10.0386 -4.9968
H -17.6392 -10.1741 -4.1724
H -18.6612 -9.2198 -4.8318
O -12.1911 -12.2694 -3.8131
H -13.0021 -12.7081 -4.0188
H -11.9044 -12.5530 -2.9619
O -15.5196 -8.8574 -3.6085
H -15.5212 -9.4550 -2.8406
H -14.7594 -8.2919 -3.4561
O -14.2401 -11.0201 -1.8482
H -13.9643 -11.5313 -1.0639
H -14.3326 -11.6251 -2.6000

---

--- z ---
51
Properties=species:S:1:pos:R:3 method="wB97M-V/def2-TZVPD" multiplicity=1 homo_lumo_gap_ev=8.81 lumo_energy_ev=-1.07 homo_energy_ev=-9.882 charge=0
O 2.9526 0.8812 -2.4825
H 2.8026 1.6482 -3.1205
H 2.2416 1.0562 -1.8505
O -1.0294 1.9262 1.8525
H -0.2404 1.4282 2.0785
H -1.3884 2.2602 2.7165
O 0.9426 0.4332 2.7625
H 0.9136 -0.4458 3.1045
H 0.4476 0.9672 3.4095
O 2.0356 -1.5388 -1.4385
H 2.2296 -2.4368 -1.3155
H 2.3796 -1.2318 -0.5735
O 1.9986 1.4412 -0.1145
H 2.8506 1.0072 -0.0175
H 2.2016 2.3972 -0.3195
O -0.2124 -0.0268 -0.3575
H -0.0564 -0.7488 0.2215
H 0.4806 0.5692 -0.0835
O -2.3154 1.8102 -0.9925
H -1.9474 1.0212 -0.5755
H -2.8714 2.1402 -0.2915
O -2.9884 -1.7048 -0.0405
H -2.7344 -1.2438 -0.8705
H -2.6924 -1.1418 0.7125
O -2.5134 -0.2258 2.2015
H -3.3654 0.2022 2.2365
H -1.9374 0.4882 1.9345
O 1.5556 3.0802 2.2575
H 1.3236 2.1572 2.2735
H 0.6496 3.4552 2.2835
O 2.8486 -0.9628 1.1105
H 2.4746 -0.3728 1.7455
H 2.7706 -1.8088 1.6325
O 1.6746 -3.8308 0.0465
H 1.1576 -4.4618 -0.5345
H 1.0866 -3.3818 0.6445
O -0.3724 0.3972 -3.0315
H -0.8554 1.2622 -3.2175
H -0.3584 0.3722 -2.0765
O -0.0954 3.1912 -1.2905
H -0.9884 2.7862 -1.2225
H 0.2686 3.3492 -0.4565
O -0.5944 -2.6618 -1.8265
H -1.3664 -2.1068 -1.9525
H 0.1176 -2.0488 -1.5805
O -2.7344 -1.0398 -2.4345
H -1.8694 -0.7258 -2.7515
H -3.3064 -0.2738 -2.4745
O -0.1794 -2.2948 1.2295
H -0.9304 -2.5378 0.7325
H -0.4634 -2.4738 2.1065

---

Most stable: w

---

--- w ---
14
Properties=species:S:1:pos:R:3 method="wB97M-V/def2-TZVPD" multiplicity=1 homo_lumo_gap_ev="7.81 / 6.76" lumo_energy_ev="0.60 / 0.10" homo_energy_ev="-7.218 / -6.668" charge=0
C -0.3379 1.9439 0.2536
C 0.4707 3.0812 -0.0521
C 0.3921 -1.8734 1.4769
C 1.8853 0.0872 0.3923
O -1.3601 1.3574 0.0668
S 1.4113 -1.5479 -0.0285
Cl 2.6811 1.0185 -0.7550
H -0.2707 3.7929 -0.4139
H 0.8880 3.5419 0.8798
H 1.2420 2.6248 -0.7145
H -0.2116 -1.0122 1.7190
H 1.0107 -2.1613 2.2415
H -0.1796 -2.6240 1.1002
H 2.1662 0.4171 1.4390

---

--- x ---
14
Properties=species:S:1:pos:R:3 method="wB97M-V/def2-TZVPD" multiplicity=1 homo_lumo_gap_ev="7.90 / 7.62" lumo_energy_ev="0.14 / -0.09" homo_energy_ev="-7.760 / -7.711" charge=0
C 1.4061 -0.1137 -0.6937
C 1.7401 0.7815 0.3665
C -1.5655 0.2702 0.8286
C -1.0533 -0.3102 -0.5076
O 2.0128 -0.9107 -1.3486
S -1.2535 -2.1199 -0.6611
Cl -1.5696 0.5494 -1.8644
H 2.3279 1.6113 -0.0187
H 2.4549 0.3746 1.0424
H 0.8522 1.1533 0.8857
H -1.2416 1.2342 0.7988
H -2.5939 0.2036 0.8684
H -1.2380 -0.3220 1.8277
H -0.2785 -2.4016 -1.5240

---

Most stable: x

---

--- w ---
17
Properties=species:S:1:pos:R:3 method="wB97M-V/def2-TZVPD" multiplicity=1 smiles="NCC(=O)NCC[O-]" homo_lumo_gap_ev=6.72 lumo_energy_ev=3.98 homo_energy_ev=-2.738 charge=-1
N -0.3920 0.4364 -2.6107
C -0.3636 0.9018 -1.2823
C 1.0001 0.6074 -0.5413
N 0.9214 0.3446 0.7922
C -0.3090 0.3143 1.5694
C -0.6603 -1.2308 1.6470
O -1.9461 -1.4278 1.7375
O 1.9875 0.2493 -1.2259
H -0.8767 -0.3709 -2.9093
H 0.6118 0.4906 -2.9834
H -0.6207 1.9341 -1.2825
H -1.1779 0.2981 -0.6892
H 1.7151 -0.1331 1.2285
H -1.1895 0.9591 1.0990
H -0.1800 0.5587 2.6272
H -0.1749 -1.6284 0.5615
H -0.1480 -1.7028 2.6276

---

--- x ---
17
Properties=species:S:1:pos:R:3 method="wB97M-V/def2-TZVPD" multiplicity=1 smiles="NCCNCC(=O)[O-]" homo_lumo_gap_ev=7.57 lumo_energy_ev=3.73 homo_energy_ev=-3.844 charge=-1
N -1.1342 1.9768 2.1427
C -0.0827 0.9282 1.7435
C -0.4001 0.4145 0.2922
N 0.6852 -0.6288 -0.0125
C 0.9099 -0.7786 -1.4684
C 0.2347 -2.0720 -2.1365
O 0.9359 -2.5597 -2.9980
O -0.9036 -2.3881 -1.7355
H -0.8104 2.8891 1.9931
H -1.8725 1.8727 1.5198
H 0.9521 1.4296 1.6825
H -0.0189 0.1456 2.5563
H -1.2634 -0.1470 0.3054
H -0.4158 1.2677 -0.4390
H 0.3206 -1.5110 0.3096
H 2.0144 -0.9221 -1.6195
H 0.8487 0.0833 -2.1355

---

Most stable: x